(1)
One molecule with the formula C7H9N in a non-equilibrium geometry. Source: the OMol25 dataset; level of theory: ωB97M-V with the def2-TZVPD basis set.

Geometry as XYZ:
```
17
Properties=species:S:1:pos:R:3:mulliken_charge:R:1
C 0.40 -1.27 0.71 -0.91
C 1.11 -1.27 1.90 0.08
N 1.61 -0.30 2.64 -0.70
C 0.34 -0.10 -0.16 0.92
C 0.10 -0.27 -1.45 -0.14
C -0.88 -0.06 -2.39 -0.24
C -1.97 0.76 -2.27 -0.69
C 0.65 1.28 0.41 -1.03
H -0.34 -2.03 0.53 0.25
H 0.96 -2.20 2.46 0.30
H 1.92 -0.72 3.50 0.22
H -0.81 -0.44 -3.41 0.30
H -2.74 0.68 -3.03 0.30
H -2.30 1.12 -1.30 0.31
H 1.68 1.54 0.61 0.33
H 0.11 2.05 -0.14 0.33
H 0.16 1.24 1.39 0.35
```

## Properties
F_max (Eh/bohr): 0.0738
HOMO level (eV): -7.001
ΔE to the lowest compared entry with this formula, charge and spin (eV): 6.4701
Lowest unoccupied orbital energy (eV): -1.98
Frontier orbital gap (eV): 5.02

***

(2)
One molecule with the formula C3ClF6NO in a non-equilibrium geometry. Source: the OMol25 dataset; level of theory: ωB97M-V with the def2-TZVPD basis set.

Geometry as XYZ:
```
12
Properties=species:S:1:pos:R:3:mulliken_charge:R:1
O -2.06 1.02 0.12 -0.24
N -1.65 0.28 -0.70 -0.03
C -0.20 -0.18 -0.49 0.54
Cl 0.15 -1.22 -1.90 -0.13
C 0.95 0.95 -0.37 0.62
F 2.18 0.48 -0.15 -0.20
F 0.67 1.83 0.58 -0.22
F 0.94 1.72 -1.49 -0.25
C -0.25 -1.06 0.82 0.57
F -0.48 -0.33 1.99 -0.23
F -1.21 -1.94 0.68 -0.21
F 0.94 -1.55 0.92 -0.20
```

## Properties
F_max (Eh/bohr): 0.0581
HOMO level (eV): -10.444
ΔE to the lowest compared entry with this formula, charge and spin (eV): 0.0000
Lowest unoccupied orbital energy (eV): -1.24
Frontier orbital gap (eV): 9.21
SMILES: O=NC(Cl)(C(F)(F)F)C(F)(F)F

***

(3)
C21H16Br2N4O3RuSSe as an isolated structure in a non-equilibrium geometry. Source: the OMol25 dataset; level of theory: ωB97M-V with the def2-TZVPD basis set.

Geometry as XYZ:
```
49
Properties=species:S:1:pos:R:3:mulliken_charge:R:1
Ru -0.60 -0.26 -0.14 0.44
O 1.26 -1.35 0.48 -0.47
N 1.94 -1.94 -0.47 0.35
C 3.27 -2.07 -0.32 -0.12
C 4.05 -2.65 -1.28 -0.82
C 3.45 -3.13 -2.45 -0.19
C 2.09 -3.01 -2.59 -0.90
C 1.31 -2.42 -1.59 0.54
S -0.38 -2.29 -1.75 -0.29
H 3.66 -1.67 0.61 0.46
H 5.12 -2.72 -1.13 0.41
H 4.04 -3.58 -3.22 0.39
H 1.57 -3.35 -3.46 0.43
Br -4.45 1.77 -2.78 -0.19
C -2.61 2.24 -2.77 -0.31
C -2.14 3.24 -3.61 -0.39
C -0.80 3.58 -3.59 0.10
Br -0.21 5.00 -4.71 -0.25
C 0.13 2.91 -2.78 0.30
C 1.51 3.19 -2.72 -0.75
C 2.30 2.44 -1.86 -1.22
C 1.74 1.41 -1.12 -0.17
N 0.45 1.09 -1.19 0.30
C -0.36 1.86 -1.97 -0.04
C -1.75 1.55 -1.90 0.89
O -2.15 0.69 -1.02 -0.48
H -2.82 3.74 -4.28 0.43
H 1.93 3.97 -3.32 0.35
H 3.35 2.65 -1.75 0.42
H 2.34 0.82 -0.44 0.50
C -0.68 1.97 2.45 -0.60
O 0.28 1.15 1.81 -0.28
H -0.19 2.61 3.19 0.30
H -1.47 1.39 2.93 0.20
H -1.12 2.60 1.68 0.23
H 0.59 0.47 2.43 0.26
Se -3.71 -0.44 0.90 0.32
N -1.98 -1.05 1.06 -0.25
C -1.79 -1.44 2.34 0.77
C -0.59 -1.95 2.85 -0.50
C -0.53 -2.31 4.18 -0.75
C -1.65 -2.17 5.01 -0.49
C -2.84 -1.67 4.53 -0.75
C -2.93 -1.29 3.19 0.62
N -4.02 -0.76 2.61 -0.83
H 0.25 -2.07 2.18 0.75
H 0.39 -2.69 4.58 0.44
H -1.57 -2.47 6.04 0.38
H -3.71 -1.57 5.16 0.45
```

## Properties
F_max (Eh/bohr): 0.0548
HOMO level (eV): -6.963
ΔE to the lowest compared entry with this formula, charge and spin (eV): 1.0897
Lowest unoccupied orbital energy (eV): -1.11
Frontier orbital gap (eV): 5.85

***

(4)
C16H22IrNO7SSe2 as an isolated structure in a non-equilibrium geometry. Source: the OMol25 dataset; level of theory: ωB97M-V with the def2-TZVPD basis set.

Geometry as XYZ:
```
50
Properties=species:S:1:pos:R:3:mulliken_charge:R:1
Ir -0.48 0.17 0.10 1.34
O -5.11 0.63 -3.78 -0.53
C -5.25 0.71 -2.36 -1.50
C -3.89 0.56 -1.67 2.10
C -4.16 0.71 -0.18 -0.32
O -4.58 2.02 0.17 -0.64
C -2.97 1.64 -2.24 -1.62
Se -1.24 2.01 -1.40 -0.33
C -3.36 -0.83 -1.98 -1.49
Se -1.73 -1.48 -1.11 -0.09
H -5.95 0.86 -4.18 0.31
H -5.92 -0.08 -2.00 0.42
H -5.67 1.68 -2.07 0.51
H -3.28 0.43 0.39 -0.45
H -4.97 0.02 0.10 0.51
H -3.79 2.49 0.47 0.43
H -3.50 2.59 -2.23 0.52
H -2.75 1.39 -3.28 0.52
H -3.19 -0.92 -3.06 0.51
H -4.12 -1.57 -1.71 0.52
C -4.11 0.08 5.11 -1.56
C -3.09 -0.72 4.34 1.05
C -3.45 -1.45 3.22 -0.45
C -2.50 -2.11 2.46 -0.40
C -1.17 -2.05 2.82 -0.09
C -0.79 -1.35 3.97 -0.72
C -1.75 -0.69 4.72 -0.55
S 0.10 -2.66 1.74 0.89
O 1.15 -3.23 2.55 -0.76
O -0.56 -3.52 0.80 -0.70
N 0.65 -1.32 1.05 -0.31
C 2.03 -0.96 1.32 -0.35
C 2.33 0.39 0.72 0.33
O 3.38 0.94 0.96 -0.70
O 1.39 0.91 -0.04 -0.64
H -5.12 -0.23 4.85 0.37
H -4.01 1.14 4.88 0.29
H -3.98 -0.04 6.19 0.38
H -4.49 -1.47 2.91 0.27
H -2.77 -2.68 1.58 0.54
H 0.26 -1.32 4.25 0.48
H -1.45 -0.13 5.60 0.39
H 2.74 -1.67 0.87 0.47
H 2.27 -0.92 2.38 0.25
C 0.10 1.66 2.49 -1.49
C -1.10 1.19 1.68 0.87
O -2.22 1.55 1.90 -0.55
H -0.24 1.96 3.48 0.36
H 0.51 2.51 1.96 0.38
H 0.87 0.90 2.56 0.24
```

## Properties
2S+1: 2
F_max (Eh/bohr): 0.0345
Net charge: -1
HOMO level (spin up / spin down) (eV): -4.620 / -4.527
ΔE to the lowest compared entry with this formula, charge and spin (eV): 0.2332
Lowest unoccupied orbital energy (spin up / spin down) (eV): 2.49 / 1.12
Frontier orbital gap (spin up / spin down) (eV): 7.11 / 5.64
<S²>: 0.759

***

> Number 3 is which compound?

C21H16Br2N4O3RuSSe